Entry from OMol25: CHGdLiO as an isolated structure (the ωB97M-V functional and the def2-TZVPD basis).

Structure (XYZ):
```
5
Properties=species:S:1:pos:R:3
H 0.140 -0.500 0.471
O 1.488 1.381 0.394
C 1.233 0.448 0.996
Gd -1.022 -1.756 -1.141
Li -1.838 0.427 -0.719
```

Properties
total charge: +1
HOMO-LUMO gap (spin up / spin down): 6.42 / 6.69 eV
2S+1: 8
ΔE to the lowest compared entry with this formula, charge and spin: 34.7 kcal/mol
F_max: 3.018 eV Å⁻¹
⟨S²⟩: 16.26
HOMO energy (spin up / spin down): -11.4 / -11.4 eV

Charge distribution, Mulliken scheme, values in e:
1 H -0.40
2 O -0.19
3 C 0.01
4 Gd 0.61
5 Li 0.97